Formula: C5H6O2
Source: OMol25
Level of theory: wB97M-V/def2-TZVPD

Geometry (Å):
C -0.2701 1.5909 0.6947
C -0.1657 0.3082 -0.0538
O -0.5238 0.2427 -1.4422
C 0.2407 -0.9768 -1.3635
C 1.0494 -0.6053 -0.2460
O 0.3056 -1.5688 1.1907
C -0.6000 -1.0601 0.4016
H -1.3056 1.9440 0.6786
H 0.3718 2.3506 0.2405
H 0.0378 1.4281 1.7322
H 0.4205 -1.5639 -2.2587
H 2.0887 -0.6909 0.0619
H -1.6494 -1.3987 0.3639

Atoms 1-2, force components in eV/Å:
-0.018 0.012 0.012
-0.021 0.305 0.365

Properties
total charge	0
M	98.1	u
energy relative to the best compared isomer or geometry (same formula, charge and spin)	6.170	eV
HOMO energy	-8.10	eV